1.
Below is a 3-piece molecular cluster, C16H26N2O5S overall, with properties calculated with ωB97M-V with the def2-TZVPD basis set.

ORCA input file:
```
! RIJCOSX wB97M-V def2-TZVPD def2/J DEFGRID3
* xyz 0 1
H -3.917 1.751 -3.748
C -0.864 -1.866 -1.868
H 1.596 1.697 2.832
N -4.746 -2.045 -6.030
H -1.315 -2.587 0.136
H -6.354 1.163 -3.740
C -4.237 0.718 -3.929
H -5.937 -0.522 -3.370
C 4.324 2.865 -0.495
C -1.831 -2.370 -0.804
H 0.772 -2.507 -3.104
H -3.264 0.740 -5.844
H -2.593 -1.611 -0.598
C 5.547 2.619 -1.188
C 1.159 -0.538 2.612
H -0.184 1.260 3.381
C 3.393 -0.289 4.847
C -4.521 -0.937 -5.768
H 4.285 -0.587 6.941
H -3.504 0.065 -3.439
H 3.268 1.020 6.838
C 1.106 -3.213 -1.157
C 0.656 1.052 2.569
C 2.935 2.849 0.437
H 5.016 0.923 6.040
H 0.446 -1.097 1.834
H -1.441 -1.597 -2.761
H 6.617 2.169 -1.471
O 0.146 1.260 1.188
O 1.730 3.014 -0.390
N 1.826 -3.465 -0.282
C 4.011 0.327 6.248
H 2.244 -0.643 2.184
H -5.549 0.758 -2.214
H 2.966 3.686 1.262
H 4.008 -1.270 4.558
C -5.600 0.515 -3.281
C 0.190 -2.900 -2.262
H 3.577 0.533 4.019
O 1.199 -0.454 6.183
O -0.851 3.153 -0.274
H -4.981 1.117 -5.921
C 1.794 -0.641 4.972
H -0.381 -0.949 -1.510
C -4.244 0.467 -5.437
H 2.827 1.787 0.971
S 0.379 2.869 0.670
H -2.340 -3.281 -1.136
H -0.297 -3.816 -2.614
O 0.934 -1.190 3.911
*
```

Gap between HOMO and LUMO (eV): 10.03
Molar mass (g mol⁻¹): 358.5
LUMO (Eh): -0.0044
Energy relative to the best compared isomer or geometry (same formula, charge and spin) (kcal/mol): 170.8
Largest force on an atom (eV Å⁻¹): 10.33

Let us look at the Löwdin charges, expressed in e, one per atom: atom 1 (H): 0.112, atom 2 (C): -0.267, atom 3 (H): 0.106, atom 4 (N): 0.137, atom 5 (H): 0.066, atom 6 (H): 0.077, atom 7 (C): -0.268, atom 8 (H): 0.073, atom 9 (C): -0.033, atom 10 (C): -0.107, atom 11 (H): 0.119, atom 12 (H): 0.118, atom 13 (H): 0.073, atom 14 (C): 0.054, atom 15 (C): -0.146, atom 16 (H): 0.160, atom 17 (C): -0.153, atom 18 (C): -0.231, atom 19 (H): 0.089, atom 20 (H): 0.099, atom 21 (H): 0.088, atom 22 (C): -0.227, atom 23 (C): -0.200, atom 24 (C): -0.260, atom 25 (H): 0.088, atom 26 (H): 0.145, atom 27 (H): 0.100, atom 28 (H): 0.066, atom 29 (O): -0.385, atom 30 (O): -0.380, atom 31 (N): 0.136, atom 32 (C): -0.134, atom 33 (H): 0.138, atom 34 (H): 0.074, atom 35 (H): 0.129, atom 36 (H): 0.141, atom 37 (C): -0.112, atom 38 (C): -0.193, atom 39 (H): 0.108, atom 40 (O): -0.031, atom 41 (O): -0.441, atom 42 (H): 0.121, atom 43 (C): -0.241, atom 44 (H): 0.110, atom 45 (C): -0.198, atom 46 (H): 0.115, atom 47 (S): 1.045, atom 48 (H): 0.079, atom 49 (H): 0.123, atom 50 (O): -0.080


2.
Below is C16H26N2SiSn as an isolated structure, with properties calculated with ωB97M-V with the def2-TZVPD basis set.

ORCA input file:
```
! RIJCOSX wB97M-V def2-TZVPD def2/J DEFGRID3
* xyz 0 1
H -3.963 2.629 2.696
H 3.001 0.409 1.786
C -4.044 -2.169 -1.268
C -3.564 -3.178 -2.080
C -2.554 1.611 1.429
H 2.357 -2.339 1.917
H 0.126 -3.577 0.409
H -1.621 2.167 1.684
C 1.687 -2.064 2.729
H -0.236 -2.184 -2.299
C -3.444 -0.152 0.084
C -1.309 -2.264 -2.028
H -0.651 -0.123 3.521
N -2.434 0.617 0.525
H 3.725 0.535 -0.873
H 3.403 -0.912 0.180
H 1.973 -1.139 3.237
H -0.991 -1.806 4.118
H -1.568 -3.221 0.969
H 2.853 1.836 0.630
H 1.588 1.119 1.352
N -1.794 -1.319 -1.200
H -1.823 -4.047 -3.127
H -0.605 2.413 -1.216
H -4.292 -3.905 -2.400
H -5.528 -0.651 0.141
H -5.098 -2.022 -0.919
C 2.607 0.854 0.882
C -0.269 1.467 -1.605
C -3.086 -1.230 -0.840
H -0.884 1.189 -2.441
C -2.185 -3.242 -2.477
H 0.768 1.516 -1.898
H -5.913 1.175 1.841
H 2.232 -0.383 -0.987
C -0.522 -3.362 1.273
C -1.042 -1.120 3.273
Si 0.068 -1.680 1.864
H -2.048 -1.071 2.846
H -0.429 -4.125 2.054
C -3.818 1.835 1.943
C -4.909 1.025 1.481
Sn -0.613 -0.046 -0.082
C 2.978 -0.016 -0.219
H 1.579 -2.872 3.441
C -4.756 0.023 0.554
*
```

Gap between HOMO and LUMO (spin up / spin down) (eV): 4.42 / 4.42
Molar mass (g mol⁻¹): 393.2
LUMO (spin up / spin down) (Eh): 0.0058 / 0.0058
Energy relative to the best compared isomer or geometry (same formula, charge and spin) (kcal/mol): 10.8
Largest force on an atom (eV Å⁻¹): 6.07

Let us look at the Löwdin charges, expressed in e, one per atom: atom 1 (H): 0.093, atom 2 (H): 0.062, atom 3 (C): -0.039, atom 4 (C): -0.106, atom 5 (C): -0.181, atom 6 (H): 0.017, atom 7 (H): 0.029, atom 8 (H): 0.116, atom 9 (C): -0.215, atom 10 (H): 0.114, atom 11 (C): -0.291, atom 12 (C): -0.179, atom 13 (H): 0.029, atom 14 (N): -0.175, atom 15 (H): 0.102, atom 16 (H): 0.052, atom 17 (H): 0.024, atom 18 (H): 0.041, atom 19 (H): 0.030, atom 20 (H): 0.050, atom 21 (H): 0.059, atom 22 (N): -0.166, atom 23 (H): 0.089, atom 24 (H): -0.004, atom 25 (H): 0.085, atom 26 (H): 0.104, atom 27 (H): 0.109, atom 28 (C): -0.233, atom 29 (C): -0.191, atom 30 (C): -0.294, atom 31 (H): 0.004, atom 32 (C): -0.104, atom 33 (H): -0.017, atom 34 (H): 0.085, atom 35 (H): 0.057, atom 36 (C): -0.218, atom 37 (C): -0.221, atom 38 (Si): 0.421, atom 39 (H): 0.026, atom 40 (H): 0.042, atom 41 (C): -0.104, atom 42 (C): -0.107, atom 43 (Sn): 1.205, atom 44 (C): -0.200, atom 45 (H): 0.039, atom 46 (C): -0.039


Question: What is the formula in the second record?
Answer: C16H26N2SiSn